1.
The following is a DFT calculation (wB97M-V/def2-TZVPD) of a structure of composition C5H10HoO3.

Atoms and positions in Å:
O (-0.695, 1.654, -1.876)
C (-1.471, 2.126, -0.837)
C (-0.517, 2.239, 0.370)
O (-0.062, 0.958, 0.780)
C (1.316, 0.862, 1.329)
C (1.894, -0.475, 1.101)
O (1.750, -0.727, -0.352)
C (2.665, -1.655, -0.875)
Ho (-0.379, -0.584, -0.854)
H (-2.467, 1.713, -1.161)
H (-2.188, 2.884, -0.442)
H (-1.065, 2.665, 1.228)
H (0.348, 2.890, 0.158)
H (1.257, 1.081, 2.406)
H (1.880, 1.668, 0.833)
H (1.260, -1.241, 1.595)
H (2.467, -1.767, -1.950)
H (3.694, -1.295, -0.719)
H (2.558, -2.636, -0.382)

Cartesian forces, eV/Å:
O 0.749 -0.521 -0.649
C 0.127 -1.062 0.833
C -2.143 -0.437 1.447
O 0.291 -0.585 -0.381
C 0.869 -0.041 0.369
C -0.706 0.055 0.764
O -0.431 0.004 -0.692
C 0.847 -0.595 -0.209
Ho -0.009 2.728 -0.533
H -0.158 -2.385 2.024
H 1.070 3.098 -2.107
H 0.238 0.052 -0.065
H -0.531 -0.228 -0.535
H 0.011 -0.142 -0.318
H -0.152 -0.220 0.044
H 0.227 -0.015 -0.031
H 0.052 0.024 0.179
H -0.384 -0.062 -0.015
H 0.034 0.331 -0.127

Output
⟨S²⟩	8.7542
HOMO level (spin up / spin down)	-6.19 / -7.29	eV
spin multiplicity	6
frontier orbital gap (spin up / spin down)	6.130 / 6.634	eV
net charge	0

Want to see where the charge sits? The Mulliken charges in e are: -0.77 -0.64 -0.03 -0.22 -0.10 -1.15 -0.11 -0.71 0.95 0.21 0.24 0.31 0.29 0.31 0.31 0.26 0.28 0.28 0.31

=====

2.
The following is a DFT calculation (wB97M-V/def2-TZVPD) of a structure of composition C4H11BiClFNi.

Atoms and positions in Å:
Bi (-1.189, -0.431, -0.029)
Cl (-1.599, 2.105, -0.148)
C (-2.700, -0.468, 1.663)
C (-1.508, -0.722, -2.286)
H (-3.458, -1.263, 1.473)
H (-2.136, -0.679, 2.595)
H (-3.156, 0.536, 1.702)
H (-2.241, -1.544, -2.438)
H (-0.529, -0.992, -2.725)
H (-1.875, 0.235, -2.689)
Ni (1.132, 0.440, 0.506)
C (3.139, 1.481, -0.070)
C (1.074, -1.343, 0.705)
H (3.108, 0.565, -0.782)
H (3.370, 2.398, -0.629)
H (3.934, 1.248, 0.698)
H (1.658, -1.878, -0.107)
H (1.103, -1.930, 1.668)
F (1.873, 2.242, 0.893)

Cartesian forces, eV/Å:
Bi 2.751 -1.538 0.726
Cl -0.756 1.693 -0.358
C -1.352 -0.192 1.326
C -0.481 -0.291 -1.532
H 0.431 0.527 0.208
H -0.305 0.061 -0.439
H 0.077 -0.423 0.042
H 0.387 0.491 -0.017
H -0.369 0.105 0.186
H 0.068 -0.316 -0.012
Ni 0.008 0.957 0.590
C 3.493 -2.233 -1.792
C 0.083 -2.264 -0.426
H -0.078 1.098 0.666
H -0.228 -0.357 0.163
H -0.975 0.374 -0.630
H -0.574 0.218 0.608
H -0.201 0.679 -0.691
F -1.979 1.413 1.379

Output
⟨S²⟩	2.1173
HOMO level (spin up / spin down)	2.11 / 1.41	eV
spin multiplicity	3
frontier orbital gap (spin up / spin down)	4.364 / 4.721	eV
net charge	-2

Want to see where the charge sits? The Mulliken charges in e are: 0.89 -0.67 -1.49 -1.51 0.34 0.35 0.30 0.34 0.36 0.29 -0.26 -0.71 -0.77 0.23 0.25 0.24 0.18 0.20 -0.56

=====

3.
The following is a DFT calculation (wB97M-V/def2-TZVPD) of a structure of composition C19H31N5O2S.

Atoms and positions in Å:
C (4.100, 1.796, 3.866)
H (4.371, 1.940, 2.781)
H (4.127, 0.562, 3.995)
H (4.850, 2.199, 4.537)
C (2.897, 2.062, 4.074)
C (2.641, 3.757, 3.930)
H (1.611, 4.187, 4.070)
H (3.247, 4.123, 4.688)
H (2.910, 3.866, 3.010)
C (1.721, 1.333, 3.341)
H (1.681, 0.297, 3.884)
H (0.737, 1.601, 3.808)
C (2.007, 1.358, 1.748)
N (0.635, 0.768, 1.284)
C (0.326, 1.249, 0.020)
H (0.249, 2.590, 0.139)
H (-0.693, 1.082, -0.315)
C (1.134, 1.074, -1.228)
N (1.017, -0.587, -1.301)
C (1.678, -0.935, -0.092)
H (1.838, -2.193, -0.196)
C (0.830, -0.515, 1.233)
C (-0.569, -1.354, 1.085)
H (-0.378, -2.292, 1.107)
H (-0.954, -1.405, 0.198)
C (-1.479, -1.019, 2.096)
O (-2.578, -1.498, 1.854)
H (-3.150, -1.346, 1.199)
H (-1.015, -1.198, 3.120)
H (-1.496, 0.182, 2.121)
H (1.341, -1.111, 2.073)
H (2.865, -0.780, 0.027)
C (1.589, -0.954, -2.571)
C (0.703, -0.716, -3.679)
C (0.539, 0.201, -4.652)
C (-1.005, -0.017, -5.061)
C (-1.347, -1.146, -4.412)
O (-0.662, -1.209, -3.514)
S (-3.009, -1.701, -4.475)
C (-3.521, -1.451, -2.688)
N (-2.917, -0.763, -2.025)
N (-3.646, -0.814, -0.657)
C (-4.533, -1.737, -1.024)
N (-4.478, -2.085, -2.440)
C (-5.478, -2.994, -2.990)
H (-6.129, -2.383, -3.972)
H (-6.210, -3.398, -2.564)
H (-4.983, -3.697, -3.884)
H (-5.399, -2.237, -0.307)
H (-1.264, 0.624, -5.840)
H (1.187, 0.805, -4.938)
H (2.554, -0.519, -2.868)
H (1.718, -2.196, -2.557)
H (0.635, 1.472, -2.230)
H (2.061, 1.465, -1.253)
H (1.651, 2.632, 1.585)
H (2.900, 0.967, 1.549)
H (2.544, 2.057, 5.311)

Cartesian forces, eV/Å:
C 12.334 -7.175 -3.246
H 0.329 0.094 0.910
H 0.743 2.570 -0.335
H 0.166 0.211 -0.120
C -17.173 6.926 6.577
C -3.047 -3.625 4.030
H 0.758 -1.012 -0.030
H 1.416 1.179 0.914
H 2.079 1.712 -5.542
C 1.970 -1.762 1.770
H 0.779 0.829 -1.720
H 0.674 0.979 -1.582
C -9.684 5.984 4.605
N 3.546 5.368 1.041
C -2.556 7.623 -2.103
H 0.205 -3.600 -0.163
H -0.316 -0.648 0.568
C -4.716 -3.912 -1.960
N 1.307 4.924 -0.630
C 2.912 -5.349 1.032
H -0.993 2.905 0.745
C -0.135 -10.857 -2.559
C 5.762 5.061 2.131
H 2.161 -6.677 1.167
H -2.518 1.506 -5.591
C 6.145 8.114 3.286
O -6.906 -6.673 4.717
H -2.292 1.882 -4.228
H -0.963 -0.464 -0.700
H -0.131 -1.688 0.112
H -0.501 1.757 -0.686
H -2.224 0.799 -0.499
C 1.070 -4.685 0.602
C -3.885 1.728 -0.475
C -8.810 -6.430 2.317
C 5.591 2.127 -2.531
C -9.728 5.578 -10.217
O 12.075 -6.998 14.268
S -0.361 -0.731 0.335
C 4.831 -2.040 -16.915
N 6.915 9.829 11.645
N -1.118 -3.180 -4.076
C -2.500 -0.015 2.745
N -12.765 -7.435 9.207
C 6.173 4.191 -12.336
H 1.662 -1.027 3.100
H -5.175 -3.174 5.028
H -0.826 1.199 3.141
H 2.481 1.517 -2.031
H -1.396 0.194 -1.376
H 5.439 5.448 -2.914
H 0.154 -0.066 0.438
H 0.105 2.961 0.202
H 0.435 -0.720 2.471
H 3.721 0.614 0.303
H 2.290 -3.721 -0.110
H 3.326 -1.450 -1.668
H 1.164 -0.695 -3.067

Output
energy above the lowest of the compared OMol25 structures with the same formula, charge and spin	579.30	kcal per mole
HOMO level	-7.99	eV
frontier orbital gap	8.336	eV
net charge	0

Want to see where the charge sits? The Mulliken charges in e are: -1.23 0.21 0.21 0.42 0.70 -1.76 0.25 0.53 0.61 -0.68 0.26 0.36 -0.59 0.44 -1.03 0.31 0.36 -0.72 0.44 -1.20 0.45 0.03 -2.09 1.21 0.58 -0.30 -0.45 0.37 0.16 0.20 0.43 0.13 -0.78 0.04 -0.77 -0.87 0.60 -0.14 -0.35 0.11 -0.13 -0.55 -0.04 0.34 -0.93 0.28 0.51 0.27 0.25 0.48 0.80 0.33 0.32 0.43 0.38 0.06 0.51 0.25